(1)
Below is one molecule with the formula C5H7FO at a distorted geometry, with properties calculated with the ωB97M-V functional and the def2-TZVPD basis.

Element x y z (Å)
1 C 2.4727 -1.0016 0.6347
2 C 2.1098 -0.0266 -0.2074
3 C 0.6806 0.1186 -0.7874
4 C -0.4147 -0.0824 0.1382
5 C -1.5388 0.8754 -0.1459
6 O -0.1230 -1.0025 -0.8744
7 F 2.8054 1.1272 -0.5099
8 H 3.4103 -1.1468 0.9738
9 H 1.7569 -1.7659 0.8255
10 H 0.6378 0.7970 -1.6581
11 H -0.0468 -0.2873 1.2119
12 H -1.3744 1.6826 0.6280
13 H -2.5692 0.4811 -0.1061
14 H -1.3690 1.2977 -1.1288

Summary:
- SMILES string = C=C(F)[C@H]1O[C@@H]1C
- total charge = 0
- Kohn-Sham gap (eV) = 10.708
- electronic energy (Eh) = -369.7312

Table of Löwdin atomic charges, one value per atom, all in e: number 1, C, carries 0.1010; number 2, C, carries -0.2276; number 3, C, carries -0.2570; number 4, C, carries -0.3257; number 5, C, carries -0.0392; number 6, O, carries 0.0333; number 7, F, carries 0.0270; number 8, H, carries 0.0281; number 9, H, carries 0.0675; number 10, H, carries 0.1592; number 11, H, carries 0.1732; number 12, H, carries 0.1056; number 13, H, carries 0.0836; number 14, H, carries 0.0710

(2)
Below is C8H20LiNO7 as an isolated structure at a distorted geometry, with properties calculated with the ωB97M-V functional and the def2-TZVPD basis.

Element x y z (Å)
1 Li 0.3341 -0.0285 -0.0761
2 N 1.7753 0.5108 -1.0035
3 O 0.9280 -0.1810 -1.5168
4 O 2.4940 1.1678 -1.7214
5 O 1.8140 0.5109 0.1848
6 C 2.3809 -1.5257 0.6951
7 O 0.9684 -1.4770 0.6210
8 C 0.3583 -2.3032 -0.3760
9 C -1.1156 -1.8868 -0.5083
10 O -1.2306 -0.4595 -0.4071
11 C -2.3725 0.0432 -0.9762
12 H 2.9214 -1.2150 -0.1989
13 H 2.5965 -2.5715 0.9139
14 H 2.6404 -0.8146 1.4794
15 H 0.4118 -3.3461 -0.0634
16 H 0.8661 -2.1447 -1.3274
17 H -1.7000 -2.4284 0.2354
18 H -1.5142 -2.2516 -1.4550
19 H -2.7875 0.8368 -0.3548
20 H -3.1105 -0.7451 -1.1247
21 H -2.1438 0.5044 -1.9370
22 C -0.4990 -0.5346 2.6603
23 O -0.0991 0.1226 1.4478
24 C -0.4872 1.4917 1.4692
25 C 0.0170 2.1460 0.2091
26 O -0.3685 1.3023 -0.8532
27 C -0.0968 1.9332 -2.1214
28 H -0.1495 -1.5671 2.6623
29 H -1.5561 -0.4480 2.9117
30 H -0.1247 -0.0299 3.5510
31 H -0.0935 2.0122 2.3422
32 H -1.5772 1.5030 1.4729
33 H 1.0696 2.4292 0.2052
34 H -0.5302 3.0887 0.2112
35 H 0.0242 1.1788 -2.8987
36 H 0.8363 2.4963 -2.1023
37 H -0.8799 2.6805 -2.2498

Summary:
- total charge = 0
- Kohn-Sham gap (eV) = 9.484
- electronic energy (Eh) = -905.3657

Table of Löwdin atomic charges, one value per atom, all in e: number 1, Li, carries 0.4341; number 2, N, carries -0.6142; number 3, O, carries -0.0878; number 4, O, carries 0.0731; number 5, O, carries -0.0979; number 6, C, carries -0.0582; number 7, O, carries -0.2994; number 8, C, carries -0.1465; number 9, C, carries -0.1150; number 10, O, carries -0.2912; number 11, C, carries -0.0683; number 12, H, carries 0.1093; number 13, H, carries 0.1037; number 14, H, carries 0.1170; number 15, H, carries 0.1315; number 16, H, carries 0.1257; number 17, H, carries 0.1280; number 18, H, carries 0.1330; number 19, H, carries 0.1049; number 20, H, carries 0.1030; number 21, H, carries 0.0991; number 22, C, carries -0.0325; number 23, O, carries -0.3107; number 24, C, carries -0.1364; number 25, C, carries -0.1791; number 26, O, carries -0.3402; number 27, C, carries -0.0350; number 28, H, carries 0.1044; number 29, H, carries 0.0938; number 30, H, carries 0.0903; number 31, H, carries 0.1426; number 32, H, carries 0.1298; number 33, H, carries 0.1397; number 34, H, carries 0.1363; number 35, H, carries 0.1141; number 36, H, carries 0.0938; number 37, H, carries 0.1052

Relative energy (zero: lowest compared OMol25 entry of this formula, charge and spin) in eV, matching the order above: 1.846, 8.722